# 1
Density functional theory data (ωB97M-V/def2-TZVPD) for a structure of composition C35H34IN4O3PS2V in a non-equilibrium geometry.

Calculated values
charge	0
lowest unoccupied orbital energy (spin up / spin down)	0.20 / 0.16	eV
gap between HOMO and LUMO (spin up / spin down)	7.01 / 7.34	eV
calculated total energy	-4178.3215	Eh
maximum force	2.408	eV/A
expectation value of S²	3.7667
spin multiplicity	4
relative energy (zero: lowest compared OMol25 entry of this formula, charge and spin)	34.9	kcal/mol

Geometry as XYZ:
```
81
Properties=species:S:1:pos:R:3:forces:R:3:mulliken_spin:R:1
V -0.059246 -0.844389 0.707164 -1.5 1.2 -1.5 3.00
I -2.144567 -1.390945 -1.028068 0.0 -0.6 -0.3 -0.01
C -1.590055 -3.444209 -0.961995 -0.2 0.4 -0.1 -0.04
C -2.122689 -4.315596 -1.868274 0.0 0.2 0.0 0.01
C -1.743724 -5.669900 -1.822963 0.1 -0.1 0.0 -0.01
C -0.888613 -6.103200 -0.850909 0.0 0.0 0.0 0.01
C -0.382184 -5.215720 0.128044 -0.1 0.2 -0.1 -0.02
C 0.414079 -5.691670 1.193491 0.1 0.0 0.1 0.05
C 0.832275 -4.828951 2.165499 0.0 -0.1 0.0 -0.03
C 0.543233 -3.452125 2.073806 -0.1 0.0 -0.1 0.07
C -0.151097 -2.890006 1.016107 -0.1 -0.7 0.1 -0.08
C -0.689480 -3.821182 0.063697 0.1 -0.4 0.2 -0.02
H -2.826163 -3.972093 -2.614839 0.0 0.0 0.0 0.00
H -2.146251 -6.359868 -2.553145 0.0 0.0 0.0 0.00
H -0.589878 -7.143900 -0.797400 -0.1 0.0 0.0 0.00
H 0.659145 -6.746627 1.235561 0.0 0.0 0.0 0.00
H 1.416549 -5.197657 3.002093 0.0 0.0 0.0 0.00
H 0.892442 -2.812609 2.877572 0.1 0.0 0.0 -0.01
C -3.249329 -0.092704 3.730620 0.0 -0.1 0.0 0.00
O -2.381061 1.046471 3.636831 -0.1 -0.2 0.0 0.00
C -1.355314 0.908697 2.785452 -0.5 -0.1 0.3 0.02
O -1.223952 -0.151054 2.162038 -0.1 1.1 0.8 0.02
N -0.625435 2.041138 2.810956 -0.1 -0.1 -0.1 0.01
N 0.358758 2.322045 1.871697 0.6 -0.1 0.2 0.01
H -3.929287 0.122293 4.548229 0.0 0.0 0.0 0.00
H -2.675385 -0.994928 3.932605 0.0 0.0 0.0 0.00
H -3.796801 -0.226535 2.798295 0.0 0.0 0.0 0.00
H -1.072480 2.814122 3.280549 -0.2 0.0 0.1 0.00
H 1.064466 2.910002 2.290585 0.1 -0.1 0.2 0.00
H -0.052994 2.764395 1.049362 0.1 -0.1 0.1 0.00
C 5.174529 -3.086795 0.448422 -0.1 -0.2 0.0 0.00
N 4.613787 -1.899881 1.079022 0.2 0.1 0.0 0.01
N 3.314781 -1.564815 0.703502 -0.2 0.0 0.5 0.02
C 2.635723 -1.085288 1.820612 0.4 -0.4 -0.2 0.01
O 1.456562 -0.714811 1.823705 1.8 0.7 1.2 -0.08
C 3.560675 -1.159087 2.903658 0.0 0.0 0.2 0.01
C 4.708394 -1.708202 2.433065 -0.2 0.2 -0.1 0.00
C 5.930230 -2.089847 3.187824 0.0 0.0 0.0 0.00
C 3.056454 -1.177864 -0.633565 0.0 0.1 -0.4 0.02
C 4.098278 -0.759595 -1.457808 0.0 0.1 0.2 0.00
C 3.836007 -0.375203 -2.762219 0.0 0.0 0.0 0.01
C 2.541399 -0.385427 -3.257855 0.0 0.0 0.0 0.00
C 1.504836 -0.803267 -2.439815 -0.1 0.1 -0.1 -0.02
C 1.759061 -1.202200 -1.138602 0.0 0.1 0.2 -0.03
H 5.033580 -3.027285 -0.626910 0.0 0.0 0.0 0.00
H 4.691267 -3.996812 0.816840 0.0 0.0 0.0 0.00
H 6.239706 -3.125560 0.662493 0.0 0.0 0.0 0.00
H 3.349831 -0.846941 3.911728 0.0 0.0 0.0 0.00
H 5.783751 -1.855276 4.238773 0.0 0.0 0.0 0.00
H 6.799394 -1.542409 2.821655 0.0 0.0 0.0 0.00
H 6.135168 -3.157461 3.098790 0.0 0.0 0.0 0.00
H 5.105124 -0.706137 -1.066569 0.0 0.0 0.0 0.00
H 4.654399 -0.048769 -3.390404 0.0 0.0 0.0 0.00
H 2.341348 -0.068641 -4.271571 0.0 0.0 0.0 0.00
H 0.491862 -0.826086 -2.818837 0.0 0.0 0.1 0.00
H 0.959546 -1.665453 -0.557282 0.5 -0.8 -0.6 0.03
S 0.371748 3.853083 -2.810199 0.0 0.0 0.0 0.00
P -1.179114 3.314564 -1.737381 -0.1 0.0 -0.1 0.01
S -0.983362 1.701022 -0.560302 -0.5 -0.3 -0.5 0.04
C -1.742162 4.688967 -0.646232 0.2 -0.1 -0.1 0.00
C -1.431631 5.998702 -0.993025 0.0 0.0 0.0 0.00
C -1.853952 7.050275 -0.192069 0.0 0.0 0.0 0.00
C -2.584283 6.798030 0.960004 0.0 0.1 0.0 0.00
C -2.893736 5.491141 1.310714 0.0 0.0 0.0 0.00
C -2.473844 4.438527 0.510529 0.0 0.1 0.0 0.00
C -2.679687 3.057982 -2.766154 0.2 0.0 0.0 0.00
C -3.731376 2.270431 -2.309386 0.0 0.0 -0.1 0.00
C -4.863503 2.099500 -3.091841 0.0 0.0 0.0 0.00
C -4.947691 2.711993 -4.334264 0.0 0.0 -0.1 0.00
C -3.900189 3.498478 -4.790957 0.0 0.0 0.0 0.00
C -2.767335 3.673031 -4.009080 -0.1 0.0 0.0 0.00
H -0.846574 6.181502 -1.885640 0.0 0.0 0.0 0.00
H -1.611952 8.068596 -0.469649 0.0 0.0 0.0 0.00
H -2.909093 7.620660 1.585031 0.0 0.0 0.0 0.00
H -3.467526 5.292568 2.208093 0.0 0.0 0.0 0.00
H -2.703844 3.414778 0.780198 0.0 0.0 0.0 0.00
H -3.651684 1.782418 -1.345901 0.0 0.0 0.0 0.00
H -5.680024 1.486168 -2.731070 0.0 0.0 0.0 0.00
H -5.826998 2.572042 -4.950680 0.0 0.0 0.0 0.00
H -3.964008 3.976601 -5.760411 0.0 0.0 0.0 0.00
H -1.938833 4.274761 -4.361643 0.0 0.0 0.0 0.00
```
Forces are in eV/Å.

# 2
Density functional theory data (ωB97M-V/def2-TZVPD) for an isolated molecule of C15H17ClN2O2S in a non-equilibrium geometry.

Calculated values
charge	0
lowest unoccupied orbital energy	0.52	eV
gap between HOMO and LUMO	9.48	eV
calculated total energy	-1699.6011	Eh
maximum force	19.539	eV/A
spin multiplicity	1
SMILES string	Cc1ccc(CNS(=O)(=O)NCc2ccc(Cl)cc2)cc1
relative energy (zero: lowest compared OMol25 entry of this formula, charge and spin)	353.9	kcal/mol

Geometry as XYZ:
```
38
Properties=species:S:1:pos:R:3:forces:R:3:lowdin_charge:R:1
C 1.709921 4.643339 4.864602 -11.2 8.4 -2.5 0.02
C 0.667047 4.154895 3.982828 9.9 -3.2 -3.7 -0.35
C 0.952820 3.365342 2.876322 8.6 -1.6 -1.3 -0.03
C 0.151823 2.719474 2.011373 8.7 -2.4 -3.4 -0.12
C -1.050450 2.992201 2.163220 -13.0 -2.1 0.6 -0.27
C -1.518314 3.572569 3.314637 -1.4 1.5 0.2 0.00
C -0.528763 4.067036 4.199688 -14.4 4.0 3.0 -0.12
H -0.992872 4.910606 4.834441 0.6 -1.8 0.3 0.15
H -2.671065 3.819127 3.386810 2.7 -0.6 0.3 0.15
C -2.200335 2.227117 1.352583 0.9 -1.4 -1.5 -0.10
N -2.209175 0.673237 1.213095 3.9 6.0 -4.7 -0.08
S -1.977611 0.010377 -0.359525 8.6 8.8 8.3 0.47
O -2.032665 -1.239791 -0.015685 -2.0 -14.2 1.8 -0.24
O -2.711387 0.740629 -1.176773 -5.2 4.7 -7.5 -0.18
N -0.274069 0.346379 -0.614568 -2.7 -2.2 15.7 0.00
H -0.116391 0.389559 -1.429725 2.9 1.0 -14.6 -0.08
C 0.786934 -0.715441 0.076642 -10.7 -4.8 -4.4 -0.01
C 1.138574 -1.770850 -1.034034 -8.3 2.5 3.8 -0.29
C 0.060526 -2.519825 -1.590649 1.5 -6.0 -2.7 0.06
C 0.522104 -3.599841 -2.541420 9.1 15.4 7.9 0.07
C 1.879949 -3.401977 -3.191771 -9.2 -4.3 2.1 -0.86
C 2.693262 -2.713898 -2.579481 7.3 10.3 2.5 -0.15
C 2.258333 -1.702004 -1.577414 8.0 -2.5 -3.2 -0.06
H 3.033737 -1.096736 -1.128110 0.1 0.2 -0.3 0.12
H 3.618133 -2.330264 -3.202410 -1.2 -1.4 1.7 0.15
Cl 2.308228 -4.449737 -4.307486 1.1 -3.2 -4.1 0.84
H 0.048995 -4.182241 -2.955778 -9.5 -10.7 -7.0 -0.06
H -0.983666 -2.631519 -1.226097 1.2 0.5 -0.1 0.10
H 1.552215 -0.331633 0.441059 6.7 4.2 3.2 0.01
H 0.142242 -1.266578 0.869618 1.3 1.2 -1.1 0.14
H -2.633869 0.229981 1.899738 -2.3 -3.1 3.4 0.02
H -3.217280 2.494519 1.541130 -0.5 0.5 1.2 0.09
H -2.162521 2.540219 0.324500 0.5 0.2 -0.7 0.08
H 0.558035 2.056046 1.146211 -0.8 1.3 1.7 0.15
H 2.198146 3.070734 2.607756 -3.4 1.2 1.1 0.18
H 1.070735 5.382205 5.447202 2.0 -0.5 0.2 0.14
H 2.200504 4.036052 5.272880 5.7 -9.8 7.5 -0.02
H 2.466828 4.961427 4.364985 4.3 3.8 -3.8 0.04
```
Forces are in eV/Å.

# 3
Density functional theory data (ωB97M-V/def2-TZVPD) for a cluster of 11 separate species, C17H35Cl4F2N7O20 in total in a non-equilibrium geometry.

Calculated values
charge	0
lowest unoccupied orbital energy	-0.54	eV
gap between HOMO and LUMO	9.87	eV
calculated total energy	-4596.6399	Eh
maximum force	5.231	eV/A
spin multiplicity	1
SMILES string	O=C1OC[C@@H](F)O1.O=C1OC[C@@H](F)O1.C[N+](=O)[O-].C[N+](=O)[O-].C[N+](=O)[O-].C[N+](=O)[O-].C[N+](=O)[O-].C[N+](=O)[O-].C[N+](=O)[O-].ClCCCl.ClCCCl
relative energy (zero: lowest compared OMol25 entry of this formula, charge and spin)	0.0	kcal/mol

Geometry as XYZ:
```
85
Properties=species:S:1:pos:R:3:forces:R:3:lowdin_charge:R:1
C -21.232970 26.121720 26.369740 0.1 -0.1 0.4 -0.01
N -20.525090 27.335160 25.906370 -1.2 0.1 -2.7 -0.43
O -20.681010 27.629290 24.698670 0.5 -0.2 2.0 0.03
O -19.851550 27.923470 26.702620 0.4 0.4 0.2 0.09
H -20.451770 25.361700 26.355740 -0.3 -0.1 0.2 0.04
H -22.062450 25.842750 25.719950 0.4 0.3 0.0 0.06
H -21.592050 26.357130 27.371610 0.1 -0.3 -0.1 0.09
C -20.072510 25.290180 19.361440 -0.3 -1.4 -1.6 0.03
N -20.638230 25.026920 20.697430 -0.2 -0.1 1.4 -0.40
O -21.690270 25.597820 20.950260 1.1 -0.8 0.2 0.08
O -20.043450 24.235490 21.465600 -0.9 1.4 -1.5 0.02
H -19.068950 25.714590 19.332140 -0.4 0.1 0.4 0.11
H -20.819050 25.712870 18.689060 0.1 1.1 0.8 0.10
H -20.060900 24.321810 18.861210 0.7 -0.5 0.5 0.10
C -19.999430 20.244850 22.198640 1.2 0.3 -0.9 0.03
N -21.276860 19.454120 22.258210 0.2 -1.2 1.7 -0.37
O -21.148490 18.256730 22.607980 -0.5 2.8 -1.2 0.06
O -22.337810 20.056640 22.095680 1.3 -0.9 -0.1 0.05
H -19.411660 20.279580 23.115930 -0.9 -0.3 0.5 0.08
H -20.099400 21.259690 21.813660 -0.8 -0.1 0.2 0.08
H -19.279860 19.775340 21.527910 -0.5 -0.5 -0.3 0.10
C -26.788240 20.101130 26.461010 2.0 -0.8 0.7 0.05
N -26.429160 20.980400 25.289860 -0.5 -1.0 -1.8 -0.40
O -27.087430 21.978210 25.060950 0.9 -0.9 0.4 0.08
O -25.504950 20.530010 24.558000 -1.8 1.1 1.7 0.00
H -25.884810 20.223900 27.058370 -0.2 0.5 0.7 0.07
H -26.627570 19.050110 26.220940 -0.5 0.1 -0.9 0.10
H -27.679250 20.203180 27.080520 0.0 0.9 -0.8 0.11
C -25.567680 22.261600 20.374880 0.2 -0.5 1.2 0.05
N -24.874720 23.551390 20.194010 0.1 2.3 -0.8 -0.40
O -24.647950 23.872700 19.019250 0.0 -0.3 1.8 0.05
O -24.661410 24.296160 21.179310 -0.4 -1.9 -1.9 0.03
H -25.335970 21.558680 19.574680 0.0 0.4 0.0 0.10
H -26.638860 22.444700 20.459360 0.1 0.2 -0.2 0.11
H -25.223340 21.902650 21.344770 -0.1 -0.2 -0.1 0.09
C -24.211500 26.258630 23.736440 0.6 -0.8 -0.6 0.04
N -24.468320 26.567480 25.147140 -1.5 -0.4 1.2 -0.46
O -25.157250 25.789270 25.791110 0.1 -0.3 -0.7 0.02
O -24.039680 27.571600 25.642890 1.0 1.3 -0.2 0.07
H -24.461690 25.204880 23.613510 -0.1 0.3 -0.1 0.07
H -23.150440 26.413850 23.541060 0.0 0.2 0.1 0.09
H -24.786110 26.879600 23.049190 -0.1 0.1 0.4 0.12
C -17.333560 22.857310 24.335190 0.9 -0.1 -0.1 0.04
N -17.573810 24.342410 24.390930 0.2 0.7 0.2 -0.43
O -16.887310 25.127870 23.761490 0.4 -1.3 -0.5 0.07
O -18.440110 24.729060 25.123840 -1.2 -0.2 1.0 0.02
H -18.175080 22.317930 23.900430 0.2 0.6 -0.6 0.06
H -17.259970 22.385590 25.315070 0.0 0.8 0.4 0.09
H -16.352910 22.785260 23.864840 -0.4 -0.4 -0.4 0.10
C -23.251040 21.964870 30.661720 -0.5 -0.1 1.7 -0.08
C -23.818420 21.369270 29.398220 0.4 1.7 -1.3 -0.34
O -25.146860 21.840230 29.360130 -0.3 -0.9 1.5 0.10
C -25.552850 22.086570 30.688720 -2.8 2.3 0.5 -0.44
O -26.713400 22.399920 31.029210 4.7 -1.8 -1.4 0.12
O -24.441740 22.160140 31.462890 -1.4 -0.6 -0.2 0.06
F -23.753210 20.006010 29.406470 -0.4 -0.5 0.4 0.05
H -22.790220 22.951930 30.699870 0.2 -0.2 -1.0 0.12
H -22.613920 21.272470 31.211960 -0.1 0.0 -0.2 0.10
H -23.343270 21.671930 28.465090 0.1 0.2 0.1 0.12
C -22.052210 18.323140 27.389780 0.2 -1.0 2.7 -0.10
C -22.883230 19.092750 26.490640 -0.7 1.1 -1.9 -0.31
O -22.720040 18.376580 25.282480 -1.0 1.2 -1.3 0.14
C -22.284790 17.153120 25.500180 2.1 -2.2 -1.0 -0.53
O -21.994330 16.328680 24.654540 -1.2 1.6 2.0 0.15
O -22.057070 17.032280 26.845710 0.2 -1.3 -0.9 0.08
F -22.384910 20.343490 26.288620 -0.1 -0.1 0.2 0.00
H -22.515500 18.229700 28.371980 0.4 0.3 0.1 0.14
H -21.036080 18.712120 27.455250 0.0 0.1 0.0 0.15
H -23.951810 19.184580 26.685060 0.1 0.0 0.2 0.15
Cl -23.813720 22.955530 25.964720 0.2 -0.3 0.1 0.64
C -23.204950 22.574540 24.321360 -0.8 1.0 -0.9 -0.61
C -21.853600 23.169690 24.051800 0.1 0.2 -0.1 -0.61
Cl -20.756460 22.619180 25.321150 0.8 0.1 0.1 0.65
H -23.865800 23.229410 23.753460 -0.3 -0.7 -0.5 0.04
H -23.346240 21.530080 24.043440 0.1 0.2 0.4 0.05
H -21.954740 24.252190 23.973960 0.4 0.2 0.8 0.06
H -21.380420 22.960580 23.092390 -0.4 -0.7 0.0 0.05
Cl -20.697600 23.793390 28.769780 -0.6 0.1 0.1 0.62
C -19.226530 22.856770 28.547630 0.5 0.0 0.3 -0.67
C -18.898760 21.990420 29.780570 -0.3 1.1 -0.8 -0.60
Cl -20.200990 20.790980 30.039900 0.5 -0.3 -0.2 0.60
H -18.467070 23.612700 28.347870 0.3 -0.2 0.3 0.07
H -19.304420 22.277640 27.627500 -0.2 -0.2 0.2 0.03
H -18.893830 22.581450 30.696420 0.2 0.1 -0.2 0.07
H -17.908250 21.574920 29.595220 -0.3 -0.6 0.3 0.08
```
Forces are in eV/Å.